{"formula": "C5H10NO2", "method": "wB97M-V/def2-TZVPD", "elements": ["C", "C", "O", "C", "C", "C", "N", "O", "H", "H", "H", "H", "H", "H", "H", "H", "H", "H"], "coordinates": [[0.99219, 0.41784, -2.87518], [0.66512, -0.06892, -1.51318], [0.85210, -1.20764, -1.23875], [0.15139, 0.96118, -0.59223], [-0.27734, 0.78224, 0.64116], [-0.24678, -0.61703, 1.29066], [-0.47712, -0.41915, 2.72760], [-1.34958, -1.42017, 0.87314], [0.21004, -0.02375, -3.46046], [1.85567, 0.09501, -3.38510], [0.74653, 1.47150, -2.88188], [-0.03799, 1.90427, -1.01826], [-1.00641, 1.55321, 1.01992], [0.78250, -1.11854, 1.23427], [-0.38540, 0.62252, 2.78730], [-1.44827, -0.56826, 3.14224], [0.24138, -0.83710, 3.31003], [-1.26801, -1.52721, -0.06128]], "atomic_forces_ev_per_a": [[-2.136, 1.077, 0.269], [1.946, 1.240, -1.310], [-0.333, -2.395, 1.595], [-0.529, -0.155, 0.451], [-1.182, -0.965, 0.129], [0.026, -0.749, -1.368], [-1.277, 2.332, 1.904], [1.160, 0.824, 1.613], [-0.757, -0.325, -0.651], [1.409, -0.174, 0.092], [0.739, 0.368, -0.632], [-0.111, 1.067, -0.522], [1.098, -0.718, 0.212], [-1.564, 0.594, -0.424], [0.216, -0.861, 0.753], [1.275, -0.525, -1.082], [-0.098, -0.249, 0.247], [0.118, -0.386, -1.276]], "e_homo_ev": -13.7, "smiles": "CC(=O)/C=C\\[C@@H]([NH3+])O", "gap_ev": 9.431, "charge": 1, "e_above_lowest_kj_mol": 221.2, "e_lumo_ev": -4.3}


{"formula": "C19H28N2O4S", "method": "wB97M-V/def2-TZVPD", "elements": ["C", "O", "C", "C", "C", "O", "N", "C", "H", "C", "H", "H", "C", "C", "H", "C", "H", "H", "H", "H", "O", "C", "C", "C", "C", "C", "C", "H", "H", "C", "O", "N", "H", "C", "C", "H", "H", "S", "C", "H", "H", "H", "H", "H", "H", "H", "H", "H", "H", "H", "H", "H", "H", "H"], "coordinates": [[-6.52542, 2.88419, 2.04979], [-6.39759, 2.12847, 0.80004], [-5.65535, 2.79356, -0.04911], [-5.41942, 1.92637, -1.39664], [-4.31601, 2.38438, -2.48984], [-4.52813, 3.22557, -3.25329], [-2.83594, 2.32325, -2.02287], [-2.55444, 1.15786, -1.02647], [-3.28869, 0.88788, -0.28475], [-1.97426, 0.04460, -1.76017], [-1.60106, -0.68936, -0.74667], [-2.75344, -0.63068, -2.16031], [-0.83209, 0.36359, -2.89743], [-1.43542, 1.51601, -3.58371], [-0.60633, 1.72370, -4.34869], [-1.87537, 2.74599, -2.86372], [-2.38139, 3.46041, -3.72969], [-1.12620, 3.22253, -2.32816], [-2.31197, 1.00902, -4.26132], [-0.48296, -0.36689, -3.17749], [0.25715, 0.90694, -2.03796], [1.25597, 0.29950, -1.19236], [2.14385, 0.95651, -0.59498], [3.23899, 0.36178, 0.09518], [2.96730, -1.38305, 0.12083], [2.04145, -1.80929, -0.62727], [1.21679, -1.13304, -1.48226], [0.26588, -1.76709, -1.70737], [2.22742, -2.85123, -0.58671], [4.23953, -1.73091, 0.78388], [5.23846, -1.35847, 1.04084], [3.91188, -3.16547, 1.25464], [2.92618, -3.32727, 1.33518], [4.92328, -3.78071, 2.02192], [4.66774, -3.51121, 3.57279], [4.60422, -2.42242, 4.02110], [3.52452, -3.97775, 3.84879], [5.84310, -4.21215, 4.77986], [7.26895, -3.47048, 4.48524], [7.68821, -3.55824, 3.59687], [7.09612, -2.24205, 4.62696], [8.17181, -3.73842, 5.31060], [5.95979, -3.43042, 1.86032], [4.88882, -4.81894, 1.82739], [3.97839, 0.65701, 0.53473], [2.07588, 2.07250, -0.89159], [-1.70382, 1.86305, -0.58292], [-5.21326, 0.99467, -1.24010], [-6.43835, 1.87550, -1.82327], [-4.38100, 2.90623, 0.48741], [-5.97669, 3.70034, -0.27426], [-7.19207, 2.11724, 2.68846], [-5.79285, 3.01377, 2.51489], [-7.02214, 3.85310, 1.76367]], "atomic_forces_ev_per_a": [[-14.019, -4.018, -6.827], [-1.416, -0.935, 2.903], [8.431, -3.794, -1.308], [-1.349, 5.059, -1.348], [2.979, 0.370, 6.124], [-1.821, 2.325, -4.167], [-9.135, -2.920, 3.723], [3.670, 5.666, -1.458], [-0.428, 0.469, -0.187], [1.612, -5.000, 1.928], [-0.334, 1.725, -3.136], [0.116, 0.462, -0.258], [-6.996, 12.709, 12.775], [1.940, -1.687, -6.445], [-1.205, 0.422, 0.473], [-0.907, 0.204, -4.630], [1.366, -1.511, 2.529], [1.778, 1.113, 0.655], [1.762, 1.533, 1.639], [5.532, -13.366, -6.913], [1.842, 2.754, 1.204], [-9.301, -8.314, -8.958], [7.703, 6.596, 3.887], [-12.729, -8.032, -6.369], [7.595, 12.730, 3.116], [-1.224, -4.129, -2.256], [-2.192, 0.968, 2.816], [1.774, 1.813, -0.481], [-1.232, -1.824, -0.920], [-12.383, -11.002, -0.712], [10.186, 6.009, 1.605], [1.498, 3.099, -1.844], [0.036, -0.620, 0.608], [-0.076, 0.759, 2.960], [-2.567, 0.252, 1.522], [-0.013, -1.570, -1.984], [3.327, 1.078, -0.533], [-4.185, -3.694, 0.966], [3.653, 5.925, 5.312], [1.888, -0.712, -4.212], [0.780, -2.778, -0.319], [-2.800, 0.526, -2.081], [-0.819, 0.133, -0.723], [0.233, -1.339, 0.254], [8.089, 3.970, 4.696], [0.340, -1.486, 1.097], [-1.211, -2.510, 0.489], [1.199, -5.583, 1.960], [0.602, 0.362, -0.559], [-3.372, 0.147, -1.526], [-1.368, 4.379, -1.064], [1.049, 2.294, -1.273], [11.936, 1.886, 6.472], [0.169, -0.912, 0.778]], "e_homo_ev": -8.1, "gap_ev": 7.728, "e_above_lowest_kj_mol": 1920.6, "e_lumo_ev": -0.3}


{"formula": "C8H13N3O2S", "method": "wB97M-V/def2-TZVPD", "elements": ["C", "C", "C", "C", "C", "C", "C", "C", "N", "N", "N", "O", "O", "S", "H", "H", "H", "H", "H", "H", "H", "H", "H", "H", "H", "H", "H"], "coordinates": [[-0.98177, -2.09700, -1.16899], [-0.87140, -0.67661, -1.26312], [0.61682, -2.73035, 0.49707], [0.93091, -3.25880, 3.31307], [-1.90947, -0.02599, -2.01657], [1.88383, 1.14383, 0.16526], [-0.19203, 2.23603, -0.65443], [2.09136, -2.56033, 2.78971], [0.15785, -0.25357, -0.62932], [-0.09687, -2.78682, -0.47464], [0.53268, 1.02001, -0.49620], [0.83581, -4.44385, 3.72588], [-0.19895, -2.50685, 3.13995], [2.18337, -2.96813, 0.80337], [-1.80639, -2.56168, -1.78405], [-1.27509, 0.59525, -2.68741], [-2.35386, -0.88054, -2.66468], [-2.50272, 0.70468, -1.49149], [2.65414, 1.33065, -0.51886], [1.83826, 1.91945, 0.92032], [2.13278, 0.13131, 0.52914], [-0.64450, 2.33253, -1.66760], [-0.86022, 2.33556, 0.18189], [0.46315, 3.12139, -0.47263], [3.00207, -3.01734, 3.05956], [2.03483, -1.49932, 2.83042], [-0.98465, -2.96917, 3.50096]], "atomic_forces_ev_per_a": [[-3.088, 2.476, -1.797], [-1.492, -4.376, 1.106], [-1.067, 0.862, -0.713], [-2.429, -3.498, 0.949], [0.757, 0.300, -3.191], [-2.174, -1.517, 0.212], [0.023, 1.083, -0.519], [0.110, -0.649, -1.889], [2.253, 2.220, 1.366], [0.945, -2.233, -0.232], [2.828, -0.428, 0.440], [0.812, 3.540, -1.013], [0.274, -0.009, 0.546], [1.483, -0.459, 2.299], [1.289, 0.027, 0.993], [-0.900, -0.074, -0.455], [-0.107, 2.094, 1.179], [-0.809, -0.340, 0.217], [0.983, 0.790, -1.353], [0.146, -0.087, 0.327], [-0.343, 0.626, 0.390], [0.022, 0.091, 0.981], [-1.248, 0.019, 0.068], [-0.042, -0.857, -0.592], [0.970, -0.193, 0.732], [0.062, 0.665, 0.220], [0.742, -0.075, -0.270]], "e_homo_ev": [-5.0, -8.1], "s_squared": 2.028, "gap_ev": [5.400, 7.043], "multiplicity": 3, "e_lumo_ev": [0.4, -1.0]}


{"formula": "C3H8N2O", "method": "wB97M-V/def2-TZVPD", "elements": ["C", "C", "N", "C", "N", "O", "H", "H", "H", "H", "H", "H", "H", "H"], "coordinates": [[0.45366, 0.10641, -1.65371], [0.12331, -0.21116, -0.20415], [1.01198, -1.18166, 0.36336], [-1.31328, -0.15915, 0.18026], [-0.48714, 0.90449, 0.63897], [0.02468, 0.81886, 2.17077], [-0.08561, -0.64271, -2.23313], [1.42779, 0.32415, -2.03846], [-0.03719, 1.06022, -1.71431], [0.64583, -1.59488, 1.20205], [1.84933, -0.71445, 0.60792], [-2.13941, 0.42345, -0.34714], [-1.72084, -0.92872, 0.81948], [0.24687, 1.79516, 2.20809]], "atomic_forces_ev_per_a": [[-1.664, 0.818, 0.814], [0.297, -0.031, -0.392], [-1.464, -0.192, -0.277], [-1.797, 0.463, -0.031], [2.864, 0.376, 2.679], [-0.711, 1.435, -2.993], [0.288, 0.155, -0.329], [0.997, -0.568, 0.454], [-0.617, 0.540, -0.919], [-0.154, -0.076, 0.381], [1.048, 0.425, 0.268], [1.080, -1.619, -0.211], [0.184, -0.038, 0.399], [-0.351, -1.688, 0.158]], "e_homo_ev": -9.2, "smiles": "C[C@]1(N)CN1O", "gap_ev": 10.203, "e_above_lowest_kj_mol": 435.0, "e_lumo_ev": 1.0}


Record order is preserved below.
Strongest force on any atom: 3.27 19.33 4.75 3.94 eV/Å